Record 1
This record from the Open Molecules 2025 dataset describes one molecule with the formula C7H12 at a distorted geometry. The level of theory is the ωB97M-V functional and the def2-TZVPD basis.

XYZ file:
```
19
Properties=species:S:1:pos:R:3:nbo_charge:R:1
C 1.6439 -1.2503 -1.9202 -0.363
C 0.6836 -0.6926 -1.1593 -0.228
C 0.8661 0.2715 -0.0798 -0.016
C 2.0932 0.4083 0.4901 -0.385
C -0.2466 1.2453 0.3131 -0.436
C -1.6646 0.6630 0.3144 -0.405
C -1.9125 -0.4712 1.2805 -0.624
H 2.7131 -1.2768 -1.7604 0.202
H 1.2444 -2.0478 -2.5480 0.195
H -0.3672 -0.8997 -1.3570 0.197
H 2.4712 1.4202 0.6611 0.201
H 2.8332 -0.3700 0.3274 0.188
H -0.1446 2.1511 -0.2790 0.222
H -0.0841 1.4934 1.3542 0.209
H -2.5269 1.3248 0.1663 0.222
H -1.6700 0.2291 -0.7047 0.185
H -1.1627 -1.2643 1.2845 0.217
H -1.8159 -0.1149 2.3237 0.200
H -2.9535 -0.8190 1.2931 0.219
```

Output
Energy relative to the best compared isomer or geometry (same formula, charge and spin): 216.7 kJ/mol
Orbital gap: 9.0 eV
Maximum force: 3.3 eV/Å
SMILES: C=CC(=C)CCC

Record 2
This record from the Open Molecules 2025 dataset describes one molecule with the formula C3H2N4O at a distorted geometry. The level of theory is the ωB97M-V functional and the def2-TZVPD basis.

XYZ file:
```
10
Properties=species:S:1:pos:R:3:nbo_charge:R:1
O 2.0685 -0.0582 0.9947 -0.483
C 1.1789 -0.1471 0.1166 0.595
C 0.5842 1.1968 -0.4142 -0.004
N -0.7005 1.5018 -0.2057 -0.241
N -1.2774 0.6488 0.8091 0.050
N -1.4406 -0.5790 0.7846 -0.184
C -0.6595 -1.3067 -0.1804 0.260
N 0.5675 -1.2844 -0.4720 -0.428
H 1.0447 2.1181 -0.8174 0.240
H -1.3660 -2.0902 -0.6153 0.195
```

Output
Energy relative to the best compared isomer or geometry (same formula, charge and spin): 260.7 kJ/mol
Orbital gap: 9.1 eV
Maximum force: 4.4 eV/Å
SMILES: O=c1cnnncn1